Computed, not measured: C33H43N4O4PS2Sn as an isolated structure at a distorted geometry, with ωB97M-V/def2-TZVPD.

Last column: Löwdin charge in e.
CARTESIAN COORDINATES (ANGSTROEM)
C -3.975 -1.017 0.728  -0.090
C -3.253 -2.361 0.943  -0.202
C -1.802 -2.422 0.353  -0.113
C -1.350 -1.156 -0.362  -0.124
C -1.537 -1.060 -1.717  -0.117
C -2.209 -2.141 -2.525  -0.102
O -1.245 -3.107 -3.015  0.004
C -1.522 -3.586 -4.251  -0.481
O -2.222 -4.817 -4.127  -0.069
C -3.262 -5.080 -5.100  -0.236
C -4.590 -5.127 -4.341  -0.214
O -5.643 -5.720 -5.064  -0.012
C -1.142 0.075 -2.440  0.046
C -0.549 1.104 -1.785  -0.207
C -0.073 2.345 -2.549  -0.048
C 0.261 1.979 -4.001  -0.423
O 1.076 1.109 -4.243  0.114
N -0.408 2.669 -5.083  -0.169
C 0.581 3.207 -6.060  -0.054
C -1.275 1.738 -5.818  -0.099
C -0.367 1.015 -0.408  -0.325
C -0.758 -0.103 0.334  -0.156
N -0.647 -0.254 1.726  0.166
C 0.300 0.546 2.397  -0.158
C 0.697 0.123 3.644  -0.113
C 0.163 -1.165 4.240  -0.156
C 1.033 -2.408 3.877  -0.074
C 1.601 0.871 4.396  -0.205
N 1.964 0.404 5.659  0.133
C 3.182 0.013 5.829  -0.376
C 4.048 -0.488 4.697  -0.003
C 3.753 0.108 7.226  -0.023
C 2.129 2.105 3.915  -0.230
P 3.276 3.108 4.941  0.467
S 5.037 3.385 4.166  0.219
C 1.736 2.499 2.658  -0.225
C 2.306 3.781 2.100  -0.301
C 3.468 3.709 1.346  -0.073
C 3.934 4.932 0.890  -0.041
C 3.202 6.057 1.221  -0.134
N 2.110 6.128 1.959  0.101
C 1.655 4.960 2.400  -0.111
C 0.838 1.748 1.925  -0.332
S 0.376 2.388 0.373  1.277
H -4.976 -1.092 1.165  0.084
H -3.460 -0.178 1.207  0.074
H -4.107 -0.824 -0.343  0.072
H -3.838 -3.142 0.443  0.104
H -3.265 -2.601 2.010  0.107
H -1.766 -3.255 -0.353  0.107
H -1.088 -2.706 1.138  0.108
H -2.772 -1.627 -3.321  0.136
H -2.965 -2.608 -1.881  0.129
H -0.532 -3.814 -4.708  0.126
H -2.082 -2.789 -4.904  -0.080
H -3.295 -4.368 -5.984  -0.083
H -3.079 -6.084 -5.504  0.161
H -4.872 -4.134 -3.950  0.135
H -4.429 -5.755 -3.455  0.150
H -5.544 -5.544 -6.006  0.097
H -1.326 0.091 -3.508  0.111
H -0.791 3.166 -2.481  0.137
H 0.890 2.638 -2.108  0.105
H 1.547 3.312 -5.558  0.092
H 0.275 4.219 -6.345  0.092
H 0.668 2.582 -6.953  0.086
H -1.802 2.326 -6.574  0.100
H -2.050 1.304 -5.167  0.075
H -0.704 0.911 -6.274  0.084
H -0.336 -1.215 1.870  0.113
H 0.150 -1.090 5.330  0.117
H -0.849 -1.376 3.880  0.107
H 1.422 -2.317 2.854  0.077
H 1.843 -2.564 4.594  0.070
H 0.426 -3.319 3.932  0.079
H 3.478 -1.035 3.943  0.072
H 4.590 0.324 4.196  0.071
H 4.783 -1.184 5.118  0.098
H 4.639 0.754 7.153  0.097
H 3.019 0.518 7.918  0.091
H 4.089 -0.893 7.520  0.095
H 2.631 4.339 5.211  0.006
H 3.406 2.490 6.198  -0.020
H 3.983 2.777 1.146  0.126
H 4.830 4.994 0.283  0.118
H 3.573 7.005 0.826  0.119
H 0.750 4.924 3.008  0.134
Sn -1.962 -3.249 -6.617  1.384

Computed properties:
DFT total energy = -3154.44242 Eh
Lowest unoccupied orbital energy = -9.7512 eV
HOMO energy = -11.47 eV
Molecular weight = 773.55 g mol⁻¹
Total charge = +2


Computed, not measured: C12H10Cl5FeIN3O4 as an isolated structure, with ωB97M-V/def2-TZVPD.

Last column: natural (NBO) charge in e.
CARTESIAN COORDINATES (ANGSTROEM)
Fe -0.553 0.019 0.494  1.469
N 0.185 1.948 1.448  -0.880
C -0.856 2.953 1.161  -0.331
C -2.210 2.339 1.352  0.635
O -3.183 2.909 1.776  -0.485
N -2.198 0.979 0.977  -0.444
C -3.235 0.135 1.377  -0.367
C -2.478 -0.966 2.247  0.809
O -3.063 -1.474 3.149  -0.519
O -1.253 -1.192 1.813  -0.737
H 0.304 1.840 2.449  0.391
H 1.080 2.262 1.045  0.435
H -0.763 3.241 0.110  0.263
H -0.793 3.846 1.770  0.233
H -3.642 -0.442 0.540  0.255
H -4.020 0.628 1.932  0.249
Cl -1.607 -1.682 -1.490  0.039
C -0.045 -2.266 -0.965  0.021
C 0.580 -1.512 -0.001  -0.255
C 1.748 -1.962 0.563  -0.071
Cl 2.473 -1.017 1.820  0.044
C 2.338 -3.136 0.109  -0.077
Cl 3.801 -3.689 0.814  0.076
C 1.728 -3.861 -0.920  -0.074
Cl 2.464 -5.287 -1.523  0.076
C 0.514 -3.433 -1.459  -0.116
Cl -0.280 -4.321 -2.694  0.072
N 0.699 1.409 -3.163  -0.777
C 0.909 1.101 -1.870  0.579
O -0.182 0.957 -1.174  -0.780
C 2.231 1.031 -1.391  -0.537
I 2.605 3.678 -0.586  -0.452
H -0.240 1.546 -3.490  0.407
H 1.467 1.675 -3.751  0.405
H 3.063 1.067 -2.082  0.227
H 2.418 0.678 -0.389  0.217

Computed properties:
DFT total energy = -4790.84901 Eh
Lowest unoccupied orbital energy (alpha / beta) = -2.0009 / -3.4779 eV
Multiplicity = 6
HOMO energy (alpha / beta) = -7.44 / -8.63 eV
Molecular weight = 620.24 g mol⁻¹


Computed, not measured: one molecule with the formula C11H14O6 at a distorted geometry, with ωB97M-V/def2-TZVPD.

Last column: natural (NBO) charge in e.
CARTESIAN COORDINATES (ANGSTROEM)
O 3.396 -0.417 0.478  -0.620
O -1.298 -1.799 -3.046  -0.585
O -2.749 1.344 -0.696  -0.514
O -2.449 -2.425 -1.207  -0.683
O 2.373 0.532 -1.311  -0.504
O -0.045 0.169 2.730  -0.479
C 2.379 -0.029 -0.104  0.765
C -1.359 -1.938 -1.845  0.786
C -2.713 0.345 0.025  0.441
C 1.071 -0.017 1.966  0.236
C 1.071 -0.100 0.583  -0.248
C 3.669 0.690 -1.911  -0.263
C -1.130 2.146 1.942  -0.640
C -0.106 -1.598 -1.002  -0.505
C -1.430 -0.160 0.722  -0.355
C -1.190 0.622 2.024  0.113
C -0.192 -0.229 -0.252  -0.215
H -3.073 -2.508 -1.930  0.499
H -3.627 -0.224 0.195  0.130
H 1.987 -0.051 2.527  0.221
H 3.496 1.187 -2.872  0.199
H 4.313 1.317 -1.248  0.202
H 4.117 -0.304 -2.097  0.199
H -0.922 2.598 2.916  0.227
H -2.078 2.547 1.558  0.226
H -0.377 2.437 1.207  0.217
H 0.099 -2.407 -0.307  0.230
H 0.725 -1.569 -1.726  0.250
H -1.610 -1.195 1.026  0.228
H -2.093 0.442 2.634  0.194
H -0.253 0.593 -0.980  0.249

Computed properties:
DFT total energy = -878.98659 Eh
Lowest unoccupied orbital energy = 0.5516 eV
SMILES string = COC(=O)C1=CO[C@@H](C)[C@@H](C=O)[C@@H]1CC(=O)O
HOMO energy = -9.07 eV
Molecular weight = 242.23 g mol⁻¹


Computed, not measured: C20H29N7NdO3S2 as an isolated structure, with ωB97M-V/def2-TZVPD.

Last column: natural (NBO) charge in e.
CARTESIAN COORDINATES (ANGSTROEM)
Nd -0.190 0.282 0.114  1.730
S 2.124 -1.697 0.135  -0.382
C 2.639 -0.723 1.482  0.089
C 3.843 -0.940 2.187  -0.281
C 4.148 -0.158 3.275  -0.166
C 3.267 0.846 3.684  -0.318
C 2.115 1.014 2.947  0.063
N 1.818 0.268 1.877  -0.556
H 4.498 -1.734 1.855  0.217
H 5.069 -0.328 3.821  0.202
H 3.463 1.468 4.546  0.212
H 1.378 1.765 3.211  0.219
N -0.823 -1.414 2.018  -0.656
N -1.362 -0.661 3.078  -0.521
C -1.199 0.740 3.105  0.890
O -1.295 1.283 4.197  -0.708
O -0.983 1.307 1.962  -0.817
H -1.495 -2.101 1.699  0.379
H 0.046 -1.875 2.275  0.379
H -1.310 -1.057 4.005  0.369
C 1.671 -0.514 -3.278  -0.416
N 2.466 0.700 -3.128  -0.602
C 2.395 1.543 -2.080  0.821
N 3.208 2.655 -2.149  -0.836
O 1.667 1.379 -1.101  -0.677
H 2.299 -1.301 -3.693  0.201
H 0.808 -0.351 -3.923  0.203
H 1.318 -0.848 -2.308  0.260
H 2.993 1.015 -3.924  0.383
H 4.070 2.573 -2.661  0.378
H 3.284 3.132 -1.265  0.404
N -2.820 -0.202 -0.166  -0.880
C -2.223 -0.397 -1.505  0.245
N -1.169 -1.379 -1.306  -0.770
C -1.372 -2.575 -1.899  0.158
C -0.498 -3.670 -1.808  -0.294
C -0.790 -4.859 -2.471  -0.215
C -1.944 -4.999 -3.232  -0.306
C -2.825 -3.917 -3.329  -0.251
C -2.547 -2.731 -2.680  -0.165
S -3.501 -1.258 -2.692  0.056
H -3.457 0.581 -0.157  0.379
H -3.331 -1.039 0.093  0.372
H 0.400 -3.574 -1.210  0.218
H -0.099 -5.691 -2.387  0.193
H -2.160 -5.928 -3.744  0.193
H -3.733 -4.006 -3.916  0.197
C -1.537 3.362 -2.188  -0.590
C -2.400 2.109 -2.396  -0.060
C -2.723 2.019 -3.896  -0.610
C -3.714 2.331 -1.645  -0.620
C -1.578 0.892 -1.937  -0.704
H -2.026 4.265 -2.578  0.184
H -0.577 3.245 -2.700  0.200
H -1.329 3.516 -1.126  0.204
H -3.278 2.901 -4.238  0.181
H -3.310 1.128 -4.126  0.222
H -1.794 1.961 -4.472  0.194
H -4.225 3.215 -2.039  0.199
H -3.543 2.510 -0.579  0.204
H -4.401 1.487 -1.760  0.205
H -0.951 0.597 -2.784  0.198

Computed properties:
DFT total energy = -2746.57326 Eh
Lowest unoccupied orbital energy (alpha / beta) = 2.2911 / 2.2911 eV
Multiplicity = 4
HOMO energy (alpha / beta) = -3.45 / -3.45 eV
Molecular weight = 623.87 g mol⁻¹
Total charge = -1


Computed, not measured: C2H6I2N2 as an isolated structure at a distorted geometry, with ωB97M-V/def2-TZVPD.

Last column: natural (NBO) charge in e.
CARTESIAN COORDINATES (ANGSTROEM)
C -0.490 -0.203 0.982  -0.551
C -0.240 0.547 -1.242  -0.450
N 0.271 0.566 0.081  0.042
N 1.373 1.161 0.218  -0.244
I 2.453 0.820 1.868  0.398
I -0.138 -3.005 -0.996  -0.758
H -0.076 -0.277 2.012  0.248
H -1.560 0.063 0.909  0.256
H -0.368 -1.217 0.611  0.305
H -1.202 1.051 -1.348  0.230
H 0.451 0.961 -1.891  0.241
H -0.474 -0.467 -1.203  0.283

Computed properties:
DFT total energy = -784.57352 Eh
Lowest unoccupied orbital energy (alpha / beta) = -2.0222 / -2.0178 eV
HOMO energy (alpha / beta) = -7.54 / -7.54 eV
Molecular weight = 311.89 g mol⁻¹